(1)
{"formula": "C26H28BrN2O9P", "method": "ωB97M-V/def2-TZVPD", "symbols": ["C", "C", "C", "Br", "C", "C", "C", "C", "C", "C", "C", "O", "C", "C", "C", "P", "N", "C", "N", "C", "C", "C", "O", "C", "C", "C", "O", "H", "H", "H", "H", "H", "H", "H", "H", "H", "H", "H", "H", "H", "H", "H", "H", "H", "H", "H", "H", "O", "C", "O", "C", "C", "O", "H", "H", "H", "H", "O", "C", "O", "C", "C", "O", "H", "H", "H", "H"], "xyz": [[6.90511, 0.58005, 1.70493], [5.55722, -0.20426, 2.24336], [5.00502, -1.26357, 1.11594], [4.46375, -2.93040, 2.16048], [3.63099, -0.77841, 0.34110], [3.40172, -1.26732, -1.23868], [2.02966, -0.87323, -2.09014], [0.88812, 0.02470, -1.32252], [1.10675, 0.57275, 0.24250], [2.48106, 0.16450, 1.05965], [-0.09975, 1.48951, 0.95056], [0.16853, 2.55659, 1.71744], [-1.64671, 0.94242, 0.62632], [-2.84542, 0.91588, 1.75411], [-4.31962, 0.31615, 1.36012], [-5.68257, 0.30068, 2.73029], [-5.90595, 1.75702, 3.43469], [-4.57257, -0.26695, -0.18697], [-5.94530, -0.84448, -0.45200], [-6.17214, -1.18610, -1.90801], [-6.11198, -2.18512, 0.29164], [-7.61807, -2.83835, 0.59222], [-5.06979, -2.89420, 0.78179], [-3.34437, -0.19042, -1.31942], [-1.86454, 0.40709, -0.94320], [-0.57229, 0.47400, -2.00267], [-0.68216, 0.88747, -3.28084], [6.59156, 1.71804, 1.57295], [7.23886, 0.12618, 0.66811], [7.73192, 0.49283, 2.54155], [5.85430, -0.84302, 3.20157], [4.78180, 0.60243, 2.58677], [5.85659, -1.63235, 0.38295], [4.19880, -1.94328, -1.80958], [1.83180, -1.19933, -3.20057], [2.57633, 0.57842, 2.15968], [-2.57423, 1.32857, 2.83916], [-5.27905, -0.62316, 3.78254], [-6.92075, -0.23535, 2.15377], [-6.91305, 2.02976, 3.30228], [-5.45088, -2.03789, -2.28848], [-7.28512, -1.61180, -1.97747], [-6.16494, -0.22380, -2.60661], [-7.64395, -3.95408, 0.19753], [-7.86362, -2.83129, 1.75592], [-8.48843, -2.20843, 0.08532], [-3.49414, -0.59491, -2.41996], [-3.22378, -3.32930, -7.46333], [-2.30400, -2.62734, -7.07741], [-1.22260, -3.08564, -6.38170], [-0.29084, -2.02202, -6.32266], [-1.14376, -0.80798, -6.50055], [-2.22286, -1.28041, -7.28443], [0.23812, -2.02272, -5.36567], [0.43679, -2.14421, -7.13180], [-1.53570, -0.42950, -5.55059], [-0.61562, -0.00002, -7.01428], [7.75106, 3.41795, 2.43708], [6.96496, 3.55219, 3.35996], [6.07341, 4.57993, 3.47115], [5.20436, 4.25645, 4.54029], [6.01349, 3.30976, 5.36617], [6.86319, 2.69416, 4.41688], [4.92077, 5.15516, 5.09484], [4.30144, 3.78962, 4.13299], [6.62950, 3.82551, 6.11037], [5.39354, 2.56485, 5.87257]], "energy_ev": -128131.6796, "e_homo_ha": -0.3195}



(2)
{"formula": "C52H46N6O5SScTe", "method": "ωB97M-V/def2-TZVPD", "symbols": ["Sc", "O", "C", "N", "C", "O", "C", "C", "C", "C", "C", "N", "C", "C", "C", "C", "C", "N", "H", "H", "H", "H", "H", "H", "H", "H", "O", "S", "O", "N", "C", "C", "C", "C", "C", "C", "C", "C", "N", "C", "C", "C", "C", "C", "C", "C", "H", "H", "H", "H", "H", "H", "H", "H", "H", "H", "H", "C", "C", "C", "C", "C", "C", "Te", "N", "C", "O", "C", "C", "C", "C", "C", "C", "C", "C", "C", "C", "C", "C", "C", "C", "C", "C", "C", "C", "H", "H", "H", "H", "H", "H", "H", "H", "H", "H", "H", "H", "H", "H", "H", "H", "H", "H", "H", "H", "H", "H", "H", "H", "H", "H", "H"], "xyz": [[0.05940, 1.54894, -2.06923], [2.67625, 3.86381, -4.57097], [1.79102, 3.21286, -4.05107], [1.37861, 3.22384, -2.75326], [2.08327, 3.97013, -1.85984], [3.13936, 4.55473, -2.00374], [1.38139, 4.04939, -0.51250], [1.72144, 5.08764, 0.35353], [1.09321, 5.17895, 1.58148], [0.13539, 4.22705, 1.89857], [-0.14869, 3.23599, 0.97159], [0.46256, 3.13059, -0.20539], [0.94721, 2.29611, -4.92880], [1.25619, 2.22486, -6.28577], [0.49593, 1.41686, -7.11113], [-0.58549, 0.74621, -6.55916], [-0.84606, 0.90227, -5.20667], [-0.08257, 1.63065, -4.39350], [2.47406, 5.79340, 0.03810], [1.33192, 5.97429, 2.27265], [-0.38391, 4.24953, 2.84454], [-0.91528, 2.49849, 1.18688], [2.08499, 2.81300, -6.65083], [0.72413, 1.32303, -8.16291], [-1.22179, 0.11323, -7.15946], [-1.72291, 0.44070, -4.76613], [-1.61315, 3.12855, -1.96645], [-2.71176, 2.19126, -2.17856], [-3.43216, 2.31341, -3.41760], [-1.99809, 0.78123, -1.97364], [-2.57218, -0.37116, -2.43394], [-3.92749, -0.64526, -2.46209], [-4.39030, -1.89091, -2.89777], [-3.53178, -2.87103, -3.32505], [-2.14367, -2.63153, -3.33538], [-1.18303, -3.56350, -3.77833], [0.14281, -3.22600, -3.74322], [0.51272, -1.94806, -3.29298], [-0.34857, -1.04982, -2.88521], [-1.65842, -1.37590, -2.89017], [-3.86488, 2.38897, -0.82119], [-5.02654, 3.11150, -1.00466], [-5.94411, 3.18994, 0.03107], [-5.69009, 2.54047, 1.22851], [-4.51994, 1.81700, 1.40292], [-3.60066, 1.73868, 0.37008], [-4.62653, 0.11197, -2.14014], [-5.45349, -2.08407, -2.88935], [-3.90018, -3.83030, -3.65915], [-1.50789, -4.53017, -4.13607], [0.90677, -3.91586, -4.06799], [1.55239, -1.65132, -3.26951], [-5.19412, 3.58784, -1.95814], [-6.85817, 3.74976, -0.09731], [-6.41316, 2.58794, 2.02862], [-4.32959, 1.30773, 2.33597], [-2.68593, 1.16734, 0.45844], [0.05953, -0.42739, 8.30237], [0.23845, -0.39683, 6.81570], [1.41219, 0.03021, 6.22025], [1.55001, 0.07474, 4.83574], [2.81232, 0.64445, 4.25173], [0.51288, -0.37278, 4.02170], [0.43429, -0.04931, 1.74751], [0.84787, 0.41144, -0.35964], [1.93701, 0.37611, -1.05229], [1.83757, 0.59387, -2.31145], [3.30901, 0.16015, -0.53382], [4.20708, -0.52406, -1.34528], [5.52842, -0.65548, -0.96678], [5.97039, -0.09348, 0.21998], [5.08282, 0.60075, 1.02442], [3.75556, 0.73348, 0.64898], [0.50737, -2.14275, 1.26715], [-0.57145, -2.72161, 0.59893], [-1.79574, -1.93167, 0.25752], [-0.50248, -4.06022, 0.23070], [0.62339, -4.82765, 0.48328], [0.68496, -6.27803, 0.10271], [1.69315, -4.22668, 1.12959], [1.64846, -2.89897, 1.52942], [2.81819, -2.31454, 2.25129], [-0.68128, -0.79257, 4.61103], [-1.84843, -1.25582, 3.79352], [-0.80412, -0.79097, 5.99165], [0.95274, -0.08000, 8.81211], [-0.15767, -1.44099, 8.63481], [-0.78135, 0.20382, 8.58528], [2.23970, 0.34081, 6.84313], [3.56778, 0.76306, 5.02640], [2.60417, 1.62538, 3.81921], [3.21364, 0.00684, 3.46800], [3.85492, -0.92651, -2.28239], [6.21500, -1.18592, -1.60806], [7.00852, -0.18161, 0.50610], [5.42536, 1.04852, 1.94522], [3.07076, 1.31418, 1.25521], [-1.50113, -0.99520, -0.21856], [-2.38491, -1.70842, 1.14672], [-2.42526, -2.48469, -0.43762], [-1.34499, -4.51301, -0.27553], [-0.08332, -6.52466, -0.62650], [0.52370, -6.89338, 0.98976], [1.65916, -6.53103, -0.31477], [2.58497, -4.80734, 1.32266], [3.66279, -2.99775, 2.23652], [2.54138, -2.12742, 3.28823], [3.12183, -1.37759, 1.78309], [-2.17736, -0.46290, 3.12013], [-2.67811, -1.53049, 4.43955], [-1.56170, -2.12539, 3.20659], [-1.73651, -1.10795, 6.44014]], "energy_ev": -112682.8397, "s2": 0.761, "spin_multiplicity": 2, "e_homo_ha": [-0.2825, -0.2994], "relative_energy_kcal_mol": 0.0}



(3)
{"formula": "C32H26ClN3OPdSSb", "method": "ωB97M-V/def2-TZVPD", "symbols": ["Pd", "O", "C", "C", "C", "C", "C", "C", "C", "N", "C", "C", "N", "H", "H", "H", "H", "H", "H", "H", "Cl", "C", "C", "C", "C", "N", "C", "H", "H", "H", "H", "S", "Sb", "C", "C", "C", "C", "C", "C", "C", "C", "C", "C", "C", "C", "C", "C", "C", "C", "C", "C", "H", "H", "H", "H", "H", "H", "H", "H", "H", "H", "H", "H", "H", "H", "H"], "xyz": [[0.91888, 0.84012, 0.51705], [0.11635, -0.29618, 2.10906], [0.76118, -0.96723, 3.01047], [0.16068, -1.18863, 4.27701], [0.84080, -1.79170, 5.31429], [2.15494, -2.22753, 5.15302], [2.74513, -2.07522, 3.90801], [2.07643, -1.48586, 2.83918], [2.73783, -1.46185, 1.51590], [2.63784, -2.38053, 0.58002], [3.45519, -1.96242, -0.44093], [4.05179, -0.77948, -0.12274], [3.60847, -0.48093, 1.14189], [-0.85160, -0.82443, 4.40968], [0.34414, -1.91677, 6.27099], [2.69377, -2.69232, 5.96848], [3.75136, -2.44504, 3.73933], [3.54949, -2.53024, -1.35258], [4.70398, -0.12575, -0.67410], [3.69456, 0.41262, 1.61076], [-0.85353, 3.06308, 3.67655], [0.65351, 3.28494, 2.85219], [0.88745, 4.41703, 2.09890], [2.10077, 4.51507, 1.43581], [3.01925, 3.48970, 1.57001], [2.79799, 2.40184, 2.30657], [1.62219, 2.29100, 2.92486], [0.13092, 5.18560, 2.01641], [2.32313, 5.36696, 0.80861], [3.96703, 3.53170, 1.04646], [1.44505, 1.38408, 3.48979], [1.30705, 2.04495, -1.39374], [-0.50307, 0.39617, -1.45428], [-1.06331, 0.68455, -3.52717], [-1.99467, -0.14892, -4.14117], [-2.39453, 0.07732, -5.45172], [-1.86467, 1.14440, -6.16455], [-0.93462, 1.97828, -5.56111], [-0.53652, 1.74790, -4.24940], [-0.45892, -1.73672, -1.53178], [-0.69149, -2.42166, -0.34243], [-0.61160, -3.80578, -0.31093], [-0.27558, -4.51020, -1.45831], [-0.01667, -3.82929, -2.63975], [-0.10996, -2.44366, -2.67667], [-2.43966, 0.75234, -0.62643], [-3.53416, -0.05910, -0.90523], [-4.76363, 0.19276, -0.31089], [-4.90542, 1.25897, 0.56694], [-3.81358, 2.06467, 0.85881], [-2.58405, 1.80654, 0.26948], [-2.40719, -0.99682, -3.60667], [-3.11702, -0.58314, -5.91643], [-2.17473, 1.32163, -7.18744], [-0.51442, 2.81148, -6.11205], [0.19472, 2.39241, -3.77507], [-0.88886, -1.86744, 0.57027], [-0.77896, -4.32858, 0.62232], [-0.19361, -5.59003, -1.42781], [0.26483, -4.37566, -3.53227], [0.09365, -1.91831, -3.60305], [-3.43039, -0.90753, -1.57166], [-5.60981, -0.44892, -0.52540], [-5.86346, 1.45245, 1.03410], [-3.91438, 2.88460, 1.55967], [-1.71628, 2.40869, 0.52085]], "charge": -1, "energy_ev": -73500.9293, "e_homo_ha": -0.1539, "relative_energy_kcal_mol": 0.0}



(4)
{"formula": "C17H26N4O2S", "method": "ωB97M-V/def2-TZVPD", "symbols": ["C", "C", "C", "C", "C", "N", "C", "C", "N", "C", "O", "C", "C", "C", "O", "N", "C", "C", "N", "C", "C", "C", "C", "S", "H", "H", "H", "H", "H", "H", "H", "H", "H", "H", "H", "H", "H", "H", "H", "H", "H", "H", "H", "H", "H", "H", "H", "H", "H", "H"], "xyz": [[1.45378, 1.69846, -2.54617], [1.67625, 2.15798, -1.13416], [0.89094, 3.37139, -0.73381], [2.51959, 1.57623, -0.28692], [3.32233, 0.33408, -0.55376], [3.00566, -0.79761, 0.31606], [3.40920, -0.66455, 1.69510], [2.25570, -0.23999, 2.61593], [1.23971, -1.25568, 2.51014], [0.98194, -1.87971, 1.35042], [0.20210, -2.81856, 1.29230], [1.64294, -1.27673, 0.11816], [1.59798, -2.27731, -1.05895], [0.35027, -2.01868, -1.88531], [0.36435, -1.40742, -2.93678], [-0.77323, -2.49719, -1.31533], [-2.08287, -2.10135, -1.77224], [-2.69311, -1.09659, -0.85600], [-3.90342, -1.11087, -0.43687], [-4.18643, -0.08135, 0.40390], [-5.55400, 0.04811, 0.98353], [-3.14122, 0.76259, 0.64972], [-3.12756, 1.96400, 1.52634], [-1.73878, 0.23619, -0.22803], [1.10070, 0.66999, -2.59479], [0.71608, 2.32860, -3.03546], [2.38086, 1.75556, -3.11530], [-0.17521, 3.16257, -0.82347], [1.10571, 3.67063, 0.28986], [1.12238, 4.20470, -1.39654], [2.65307, 2.00594, 0.69877], [4.38935, 0.54129, -0.42435], [3.16523, 0.00507, -1.58094], [3.76629, -1.64380, 2.04216], [4.23406, 0.04509, 1.76377], [1.85193, 0.72895, 2.30104], [2.59054, -0.16390, 3.65165], [0.79440, -1.62152, 3.33829], [0.99358, -0.41378, -0.12781], [2.47723, -2.13243, -1.68364], [1.59417, -3.29724, -0.67492], [-0.69081, -2.88732, -0.37900], [-1.94944, -1.67013, -2.77231], [-2.75149, -2.96431, -1.83603], [-5.99938, 1.00227, 0.70491], [-6.17496, -0.75977, 0.60962], [-5.51505, -0.00336, 2.07096], [-2.14332, 2.42439, 1.53001], [-3.39183, 1.69048, 2.54842], [-3.85623, 2.69663, 1.17781]], "energy_ev": -38942.5545, "e_homo_ha": -0.3090, "relative_energy_kcal_mol": 6.8}



(5)
{"formula": "C10H16NS2", "method": "ωB97M-V/def2-TZVPD", "symbols": ["C", "C", "C", "C", "S", "S", "N", "C", "C", "C", "C", "C", "C", "H", "H", "H", "H", "H", "H", "H", "H", "H", "H", "H", "H", "H", "H", "H", "H"], "xyz": [[5.44525, 0.30950, -0.24136], [4.16478, -0.22103, 0.40026], [2.89766, 0.64572, 0.04991], [1.63859, -0.14505, 0.36925], [0.29654, 1.09171, 0.18644], [-0.81235, 0.48311, -1.35645], [-2.31734, -0.29416, -0.64561], [-2.70586, -1.51995, -1.02053], [-3.78878, -2.18098, -0.50114], [-4.45609, -1.49586, 0.56735], [-4.26602, -0.12146, 0.68101], [-3.12782, 0.41944, 0.12407], [-2.83327, 1.87323, 0.27577], [5.27908, 0.52710, -1.25894], [6.33339, -0.39825, -0.30805], [5.93411, 1.03874, 0.33401], [4.32064, -0.18733, 1.49011], [4.08144, -1.23741, -0.05871], [3.01669, 0.93144, -0.96569], [2.81757, 1.57844, 0.63802], [1.79835, -0.91733, -0.33301], [1.73791, -0.50776, 1.47442], [-2.19236, -1.91101, -1.90366], [-4.23534, -3.05355, -0.95857], [-5.46713, -1.90431, 0.82420], [-4.91652, 0.59324, 1.18180], [-2.12486, 2.22481, -0.55259], [-3.84014, 2.30859, 0.15791], [-2.67812, 2.07037, 1.34977]], "charge": 1, "energy_ev": -33781.9318, "e_homo_ha": -0.4880, "relative_energy_kcal_mol": 30.2}



(6)
{"formula": "C5H8N4O2", "method": "ωB97M-V/def2-TZVPD", "symbols": ["H", "N", "C", "C", "C", "C", "N", "C", "N", "N", "O", "O", "H", "H", "H", "H", "H", "H", "H"], "xyz": [[0.54461, -2.75441, -0.04561], [-0.20581, -2.23395, 0.50771], [-0.21181, -0.97474, 0.41919], [-1.00938, -0.06133, 1.23495], [-1.87691, 0.74826, 0.33396], [-1.12596, 1.33527, -0.83433], [0.00777, 0.89506, -1.24326], [0.81084, -0.04083, -0.57664], [1.43057, -0.95057, -1.46348], [1.78377, 0.48178, 0.42808], [2.83601, -0.08893, 0.38144], [1.42678, 1.42756, 1.05995], [-1.51260, -0.74503, 2.06283], [-0.16264, 0.48505, 1.76443], [-2.26566, 1.58102, 0.84025], [-2.69686, 0.22547, -0.14725], [-1.56121, 2.18910, -1.40791], [1.47550, -0.43464, -2.30154], [2.31300, -1.08416, -1.01278]], "energy_ev": -15365.4228, "e_homo_ha": -0.3309, "relative_energy_kcal_mol": 133.7}